No. 1
{"formula": "C4H5NOS", "method": "wB97M-V/def2-TZVPD", "smiles": "C=C/C=N\\SC=O", "homo_lumo_gap_ha": 0.3368, "multiplicity": 1, "lumo_ha": 0.0110, "species": ["C", "C", "C", "N", "S", "C", "O", "H", "H", "H", "H", "H"], "positions_angstrom": [[0.693, -0.761, 1.068], [1.120, 0.398, 1.235], [0.397, 1.407, 0.554], [-0.080, 1.409, -0.625], [0.345, 0.005, -1.684], [-1.338, -0.765, -1.963], [-2.257, -0.712, -1.145], [0.906, -1.570, 1.715], [-0.166, -1.173, 0.358], [1.678, 0.810, 2.331], [0.087, 2.357, 1.110], [-1.384, -1.405, -2.954]]}



No. 2
{"formula": "C4H11NO", "method": "wB97M-V/def2-TZVPD", "smiles": "C/C=C(/C)N.O", "homo_lumo_gap_ha": 0.3317, "multiplicity": 1, "lumo_ha": 0.0200, "species": ["C", "C", "C", "C", "N", "H", "H", "H", "H", "H", "H", "H", "H", "H", "O", "H", "H"], "positions_angstrom": [[2.940, 0.071, -0.656], [1.533, 0.269, -0.888], [0.459, 0.337, -0.028], [-0.880, 0.506, -0.623], [0.588, 0.117, 1.452], [2.961, -0.457, 0.375], [3.375, -0.421, -1.427], [3.637, 0.958, -0.432], [1.244, 0.373, -2.008], [-1.093, 1.508, -0.695], [-1.581, 0.024, -0.048], [-0.926, 0.193, -1.651], [0.716, 1.053, 1.903], [-0.328, -0.149, 1.807], [-4.541, -1.623, 0.833], [-3.673, -2.067, 0.899], [-4.432, -0.692, 1.187]]}



No. 3
{"formula": "C56H53BrClF6GeN3O5SSeSn", "method": "wB97M-V/def2-TZVPD", "homo_lumo_gap_ha": 0.1200, "multiplicity": 1, "lumo_ha": -0.0680, "species": ["Sn", "F", "C", "C", "C", "C", "O", "C", "C", "N", "C", "C", "C", "C", "C", "C", "N", "C", "C", "N", "C", "C", "C", "O", "O", "H", "H", "H", "H", "H", "H", "H", "H", "H", "H", "H", "H", "H", "H", "H", "H", "H", "H", "C", "C", "C", "C", "C", "C", "C", "C", "C", "C", "C", "C", "C", "C", "H", "H", "H", "H", "H", "H", "H", "H", "H", "H", "H", "Cl", "C", "C", "C", "C", "C", "C", "C", "H", "H", "H", "H", "H", "H", "Br", "C", "C", "C", "C", "C", "C", "C", "O", "O", "H", "H", "H", "H", "C", "Ge", "C", "C", "C", "Se", "C", "H", "H", "H", "H", "H", "H", "H", "H", "H", "H", "H", "H", "H", "H", "F", "C", "C", "F", "C", "F", "C", "S", "C", "F", "C", "F"], "positions_angstrom": [[-0.648, -0.097, -0.712], [0.112, 4.789, 2.400], [0.932, 3.749, 2.672], [1.115, 2.802, 1.707], [1.973, 1.732, 1.933], [2.101, 0.738, 0.876], [1.481, 0.894, -0.184], [2.895, -0.421, 1.206], [3.512, -0.466, 2.411], [3.476, 0.504, 3.361], [4.352, 0.276, 4.503], [5.080, 1.349, 5.252], [4.014, 0.528, 5.939], [2.648, 1.616, 3.163], [2.417, 2.592, 4.131], [1.570, 3.675, 3.903], [1.391, 4.612, 4.961], [0.169, 5.392, 5.077], [0.228, 6.748, 4.376], [1.477, 7.479, 4.805], [2.712, 6.645, 4.575], [2.559, 5.360, 5.386], [2.916, -1.697, 0.418], [3.104, -2.750, 0.959], [2.673, -1.651, -0.904], [0.587, 2.867, 0.761], [4.083, -1.352, 2.657], [4.923, -0.620, 4.336], [4.878, 2.381, 5.003], [6.115, 1.163, 5.504], [3.065, 0.973, 6.201], [4.338, -0.225, 6.646], [2.831, 2.517, 5.124], [-0.031, 5.555, 6.142], [-0.668, 4.837, 4.667], [-0.633, 7.360, 4.635], [0.272, 6.629, 3.299], [1.411, 7.680, 5.801], [1.543, 8.364, 4.314], [3.586, 7.221, 4.871], [2.764, 6.414, 3.513], [2.463, 5.614, 6.450], [3.458, 4.764, 5.267], [-0.299, -4.830, 4.803], [0.051, -5.216, 3.514], [-0.152, -4.361, 2.440], [-0.714, -3.096, 2.631], [-1.051, -2.716, 3.935], [-0.854, -3.574, 5.011], [-0.949, -2.125, 1.526], [-1.054, -2.340, 0.207], [-1.140, -3.588, -0.529], [-0.170, -3.950, -1.478], [-0.279, -5.130, -2.200], [-1.374, -5.968, -2.026], [-2.358, -5.612, -1.108], [-2.245, -4.444, -0.368], [-0.134, -5.500, 5.640], [0.488, -6.194, 3.346], [0.141, -4.671, 1.445], [-1.491, -1.735, 4.095], [-1.135, -3.263, 6.011], [-1.053, -1.096, 1.896], [0.680, -3.293, -1.617], [0.491, -5.402, -2.917], [-1.463, -6.887, -2.594], [-3.219, -6.257, -0.965], [-3.009, -4.176, 0.355], [8.201, -3.113, -4.348], [6.788, -2.422, -3.605], [6.730, -1.054, -3.396], [5.607, -0.509, -2.790], [4.545, -1.316, -2.401], [3.325, -0.698, -1.760], [4.621, -2.687, -2.625], [5.742, -3.246, -3.223], [7.561, -0.429, -3.695], [5.559, 0.562, -2.621], [2.586, -0.416, -2.509], [3.597, 0.205, -1.219], [3.805, -3.327, -2.309], [5.808, -4.314, -3.387], [-5.850, 0.727, -2.386], [-4.520, 1.977, -2.922], [-4.897, 3.259, -3.283], [-3.910, 4.148, -3.693], [-2.580, 3.756, -3.738], [-2.213, 2.471, -3.357], [-3.196, 1.573, -2.949], [-0.753, 2.049, -3.443], [0.002, 2.704, -4.159], [-0.424, 1.014, -2.745], [-5.937, 3.555, -3.241], [-4.194, 5.152, -3.991], [-1.804, 4.430, -4.077], [-2.925, 0.558, -2.692], [-4.581, -1.822, -5.654], [-3.277, -3.259, -5.882], [-2.155, -2.877, -7.444], [-4.177, -4.989, -6.139], [-2.208, -3.387, -4.239], [-1.194, -1.738, -3.919], [0.444, -2.322, -4.786], [-5.147, -1.662, -6.575], [-4.066, -0.892, -5.398], [-5.281, -2.060, -4.852], [-2.792, -2.798, -8.329], [-1.426, -3.672, -7.616], [-1.625, -1.930, -7.314], [-4.780, -4.993, -7.052], [-4.833, -5.199, -5.290], [-3.438, -5.792, -6.208], [-1.503, -4.219, -4.253], [-2.862, -3.528, -3.375], [0.215, -2.672, -5.789], [0.907, -3.117, -4.202], [1.104, -1.457, -4.839], [-7.261, 3.095, 1.790], [-5.990, 2.747, 1.608], [-5.538, 1.520, 2.040], [-6.385, 0.685, 2.647], [-4.216, 1.171, 1.861], [-3.818, -0.010, 2.321], [-3.297, 2.023, 1.250], [-1.586, 1.665, 1.200], [-3.799, 3.242, 0.800], [-2.991, 4.119, 0.209], [-5.117, 3.607, 0.980], [-5.554, 4.795, 0.554]]}



No. 4
{"formula": "C2H5N3S2", "method": "wB97M-V/def2-TZVPD", "smiles": "[H]/N=C(\\N)N(S)C=S", "homo_lumo_gap_ha": 0.3152, "multiplicity": 1, "lumo_ha": -0.0077, "species": ["H", "N", "C", "N", "N", "S", "C", "S", "H", "H", "H", "H"], "positions_angstrom": [[-1.576, 2.569, 0.491], [-1.497, 1.559, 0.528], [-0.362, 1.064, 0.047], [0.612, 1.690, -0.575], [-0.346, -0.347, -0.077], [-1.975, -1.056, -0.175], [0.829, -1.070, 0.030], [2.400, -0.443, 0.180], [0.701, 2.743, -0.373], [1.505, 1.250, -0.691], [-2.396, -0.631, 1.042], [0.786, -2.232, -0.152]]}



Results for energy above the lowest of the compared OMol25 structures with the same formula, charge and spin: 94.47, 50.49, 0.00, 53.34 (in kcal/mol, following the order of the records).
Results for E_HOMO: -8.87, -8.48, -5.12, -8.79 (in eV, following the order of the records).